(1)
Below is a cluster of 15 separate species, CH29O17 in total, with properties calculated with ωB97M-V/def2-TZVPD.

Its orbital gap is 9.90 eV. The value obtained for the relative energy (zero: lowest compared OMol25 entry of this formula, charge and spin) is 13.5 kcal/mol. The net charge is -1. As for the LUMO energy: 2.6 eV. The value obtained for the HOMO energy is -7.307 eV. The spin multiplicity is 1.

Last column: natural (NBO) charge in e.
Geometry (Å):
C1 -12.577 -8.752 -11.892  1.030
O1 -12.489 -9.903 -11.426  -0.840
O2 -13.439 -7.856 -11.348  -0.704
O3 -11.944 -8.231 -12.809  -0.797
H1 -13.941 -8.264 -10.668  0.501
O4 -15.021 -10.515 -11.063  -0.982
H2 -15.367 -11.254 -11.539  0.484
H3 -14.124 -10.339 -11.339  0.489
O5 -14.652 -6.190 -13.572  -0.940
H4 -14.328 -6.533 -14.414  0.463
H5 -14.055 -6.586 -12.972  0.475
O6 -9.566 -7.402 -12.471  -1.002
H6 -9.841 -7.183 -11.550  0.470
H7 -10.394 -7.869 -12.769  0.476
O7 -14.107 -6.678 -8.155  -0.959
H8 -13.643 -7.478 -8.411  0.481
H9 -14.942 -6.959 -7.832  0.457
O8 -12.887 -11.911 -13.373  -0.973
H10 -12.162 -12.324 -13.829  0.472
H11 -12.587 -11.307 -12.674  0.488
O9 -16.422 -8.001 -9.381  -0.946
H12 -16.217 -8.491 -8.564  0.478
H13 -17.323 -7.693 -9.140  0.459
O10 -10.039 -10.482 -10.641  -0.995
H14 -9.602 -9.658 -10.402  0.479
H15 -10.924 -10.329 -11.017  0.484
O11 -12.602 -8.876 -8.495  -0.967
H16 -11.837 -8.994 -7.945  0.497
H17 -12.526 -9.596 -9.095  0.501
O12 -10.131 -10.511 -13.858  -0.935
H18 -9.934 -9.762 -13.281  0.482
H19 -10.976 -10.685 -13.571  0.445
O13 -11.878 -5.692 -13.276  -0.961
H20 -11.955 -6.585 -13.093  0.471
H21 -11.582 -5.699 -14.271  0.463
O14 -12.751 -9.047 -15.092  -0.989
H22 -12.297 -8.857 -14.244  0.487
H23 -12.385 -9.831 -15.485  0.465
O15 -12.035 -12.190 -9.069  -0.940
H24 -11.787 -12.032 -10.034  0.479
H25 -12.587 -12.954 -9.171  0.462
O16 -10.903 -6.226 -10.278  -0.965
H26 -10.421 -5.570 -10.822  0.491
H27 -11.749 -6.425 -10.637  0.494
O17 -15.092 -10.227 -8.340  -0.990
H28 -14.258 -9.752 -8.363  0.468
H29 -15.197 -10.281 -9.297  0.494

Atomic forces in eV per Å
C -0.6 1.7 0.4
O -0.3 -0.6 0.1
O 0.7 0.1 -0.6
O 0.5 -0.9 -0.6
H -1.2 -0.4 1.2
O -1.0 0.6 0.8
H -0.1 -0.6 -0.5
H 0.7 -0.4 -0.3
O -1.2 0.3 -1.4
H -0.2 0.1 0.0
H 0.9 -0.4 1.3
O -0.4 -0.7 0.6
H 0.4 -0.1 -0.8
H 1.2 0.8 0.2
O 0.9 1.0 -0.1
H 0.2 -0.1 0.1
H -1.1 -0.3 0.2
O -0.9 0.0 0.2
H 0.6 -0.1 0.1
H 0.2 -0.2 -0.2
O -1.4 0.3 1.1
H 0.4 -0.5 -0.5
H 0.7 0.0 -0.7
O 0.5 -0.6 0.3
H -0.4 0.1 -0.3
H 0.4 0.7 0.2
O -0.2 0.5 0.3
H 0.5 0.2 0.6
H 0.2 -1.2 -1.2
O 2.8 0.8 -0.8
H 0.7 0.1 -0.1
H -3.2 -0.9 0.7
O 1.3 3.7 -3.8
H -0.2 -3.0 0.6
H -0.8 0.1 3.0
O -0.5 0.7 -0.1
H -0.1 -0.3 -0.7
H 0.4 -0.4 0.1
O 0.8 0.7 -2.2
H -0.1 0.0 2.0
H -0.7 -0.7 0.3
O 2.1 0.4 0.9
H -1.1 -0.4 0.1
H -1.2 0.2 -0.8
O 0.0 0.3 0.2
H 0.4 0.1 1.0
H -0.7 -0.6 -0.6

(2)
Below is the molecule C4H5NO2, with properties calculated with ωB97M-V/def2-TZVPD.

Its orbital gap (spin up / spin down) is 9.13 / 9.13 eV. The value obtained for the relative energy (zero: lowest compared OMol25 entry of this formula, charge and spin) is 101.1 kcal/mol. Its SMILES is Cc1co[n+]([O-])c1. As for the LUMO energy (spin up / spin down): 0.8 / 0.8 eV. The value obtained for the HOMO energy (spin up / spin down) is -8.370 / -8.369 eV. The spin multiplicity is 1.

Last column: natural (NBO) charge in e.
Geometry (Å):
C1 1.744 -0.167 -0.011  -0.613
C2 0.264 0.069 -0.018  -0.120
C3 -0.389 1.256 0.011  0.072
O1 -1.800 1.067 -0.048  -0.291
N1 -1.960 -0.333 0.048  0.385
O2 -3.108 -0.739 0.001  -0.441
C4 -0.749 -0.888 0.028  -0.117
H1 2.251 -0.381 -1.036  0.227
H2 2.171 0.775 0.273  0.222
H3 1.934 -0.901 0.655  0.217
H4 0.166 2.230 0.080  0.223
H5 -0.524 -1.988 0.018  0.237

Atomic forces in eV per Å
C -0.5 2.2 -3.6
C -0.4 1.2 -0.2
C 0.2 0.3 -0.4
O 2.7 0.5 0.8
N 0.9 -0.1 -0.7
O -0.2 -0.4 0.2
C -0.3 -2.4 -0.1
H -1.3 0.0 1.6
H 0.6 0.3 0.5
H 1.1 -2.4 2.1
H -1.7 -0.7 -0.2
H -1.1 1.3 0.1

(3)
Below is a cluster of 2 separate species, C6H14N4 in total, with properties calculated with ωB97M-V/def2-TZVPD.

Its orbital gap is 7.69 eV. The value obtained for the relative energy (zero: lowest compared OMol25 entry of this formula, charge and spin) is 121.8 kcal/mol. The net charge is +2. As for the LUMO energy: -9.2 eV. The value obtained for the HOMO energy is -16.854 eV. The spin multiplicity is 1.

Last column: natural (NBO) charge in e.
Geometry (Å):
C1 0.500 -0.934 1.410  -0.221
C2 0.318 -0.512 -1.677  0.405
C3 0.770 -1.468 0.361  0.168
C4 -1.035 0.674 0.017  0.641
C5 -1.133 3.212 -0.370  -0.592
C6 -0.950 2.017 0.625  -0.504
N1 0.956 -1.411 -0.968  -0.485
N2 -0.423 0.525 -1.161  -0.586
N3 -1.885 -0.208 0.532  -0.652
N4 2.381 -3.028 0.460  -1.064
H1 0.433 -0.713 2.438  0.277
H2 0.639 -0.503 -2.700  0.269
H3 -2.115 3.249 -0.862  0.254
H4 -0.443 2.987 -1.121  0.174
H5 -0.891 4.215 0.060  0.292
H6 -1.746 2.003 1.430  0.252
H7 -0.043 1.940 1.311  0.289
H8 1.515 -2.214 -1.294  0.490
H9 -0.372 1.368 -1.744  0.476
H10 -1.985 -1.174 0.166  0.446
H11 -2.090 -0.053 1.591  0.468
H12 2.965 -2.899 1.321  0.433
H13 2.838 -3.245 -0.406  0.378
H14 1.796 -3.828 0.582  0.391

Atomic forces in eV per Å
C 0.4 -0.6 0.0
C 1.0 0.0 0.3
C 0.5 0.9 1.7
C -2.6 -0.1 1.6
C -0.2 -0.1 1.4
C -1.2 0.3 2.7
N -1.6 -0.1 -0.2
N 1.6 -1.6 -2.5
N 0.8 0.4 1.3
N 0.0 -0.1 0.6
H -0.1 0.2 0.6
H -0.5 0.4 -0.6
H 0.1 -0.2 0.6
H 1.4 0.6 -1.5
H -0.2 -1.1 -0.2
H 0.5 0.4 -1.0
H -0.4 0.8 -1.3
H -0.2 0.8 -0.7
H -0.1 -0.2 0.2
H 0.0 0.9 0.4
H -0.1 -0.5 -2.7
H -0.3 -0.3 -1.6
H 1.6 -0.2 0.2
H -0.4 -0.7 0.7

(4)
Below is a cluster of 2 separate species, C2H6N3O2 in total, with properties calculated with ωB97M-V/def2-TZVPD.

Its orbital gap (spin up / spin down) is 5.53 / 4.01 eV. The value obtained for the relative energy (zero: lowest compared OMol25 entry of this formula, charge and spin) is 4.7 kcal/mol. The net charge is -1. As for the LUMO energy (spin up / spin down): 4.4 / 2.2 eV. The value obtained for the HOMO energy (spin up / spin down) is -1.130 / -1.825 eV. The spin multiplicity is 3.

Last column: natural (NBO) charge in e.
Geometry (Å):
C1 0.814 1.278 0.873  -0.482
C2 -1.664 -1.064 1.553  -0.515
N1 1.999 0.302 -0.669  0.271
N2 1.500 0.092 0.432  -0.180
N3 -1.310 -0.278 0.322  -0.273
O1 -1.495 -0.914 -0.766  -0.606
O2 2.662 -0.509 -1.326  -0.308
H1 0.690 2.059 0.121  0.184
H2 -0.199 0.976 1.105  0.279
H3 1.439 1.773 1.780  0.147
H4 -1.771 -0.336 2.392  0.153
H5 -2.561 -1.621 1.377  0.173
H6 -0.771 -1.605 1.928  0.158

Atomic forces in eV per Å
C 1.1 2.2 2.8
C 1.5 1.6 0.2
N 0.9 -2.5 -0.2
N 0.2 1.1 -0.7
N -0.5 0.4 1.3
O -0.3 -1.0 -0.8
O -0.3 1.0 -0.2
H 0.3 -0.2 -0.3
H -0.1 0.1 0.5
H -1.4 -1.2 -1.8
H -0.5 -0.1 -0.5
H -0.5 -0.8 0.1
H -0.4 -0.7 -0.5

(5)
Below is a structure of composition C10H10BClF4Pt, with properties calculated with ωB97M-V/def2-TZVPD.

Its orbital gap (spin up / spin down) is 7.65 / 6.83 eV. The value obtained for the relative energy (zero: lowest compared OMol25 entry of this formula, charge and spin) is 19.0 kcal/mol. As for the LUMO energy (spin up / spin down): -0.2 / -2.7 eV. The value obtained for the HOMO energy (spin up / spin down) is -7.855 / -9.552 eV. The spin multiplicity is 5.

Last column: natural (NBO) charge in e.
Geometry (Å):
C1 0.696 1.411 -1.828  -0.207
C2 0.165 0.185 -2.408  -0.304
C3 1.029 -0.915 -1.980  -0.280
H1 -0.708 0.105 -3.054  0.265
C4 2.065 -0.348 -1.124  -0.307
C5 1.846 1.077 -1.037  -0.204
H2 2.477 1.791 -0.504  0.274
H3 0.277 2.406 -1.969  0.282
H4 0.943 -1.953 -2.292  0.251
H5 2.887 -0.905 -0.668  0.258
Pt1 -0.072 -0.178 -0.242  1.185
Cl1 -1.838 1.776 -0.178  -0.417
C6 -1.384 -1.016 1.534  -0.204
C7 -0.173 -1.800 1.541  -0.258
C8 -0.046 -2.448 0.257  -0.272
H6 0.521 -1.893 2.380  0.266
C9 -1.207 -2.092 -0.549  -0.297
C10 -2.052 -1.226 0.257  -0.253
H7 -2.990 -0.776 -0.057  0.280
H8 -1.773 -0.414 2.354  0.287
H9 0.755 -3.129 -0.041  0.250
H10 -1.434 -2.435 -1.558  0.253
F1 0.262 1.354 1.429  -0.619
B1 -0.070 2.702 2.290  1.404
F2 1.036 2.419 3.083  -0.554
F3 0.072 3.782 1.460  -0.538
F4 -1.283 2.520 2.904  -0.540

Atomic forces in eV per Å
C 0.2 -0.8 -0.7
C 1.3 0.3 -0.3
C 0.9 1.3 -0.9
H 0.3 0.1 0.2
C 0.0 0.4 -0.8
C 0.4 -0.6 -0.9
H -0.5 -0.4 0.0
H 0.1 -0.4 0.2
H 0.1 0.4 0.1
H -0.4 0.3 -0.1
Pt -0.9 3.2 2.6
Cl -0.6 -0.2 -0.7
C -0.5 -1.2 -0.5
C -0.4 -0.4 -0.7
C -1.0 -0.5 0.9
H -0.3 0.2 -0.5
C -0.6 -0.4 1.3
C 0.6 -0.9 0.4
H 0.4 -0.1 0.1
H 0.3 0.0 -0.4
H -0.3 0.4 0.1
H 0.1 0.1 0.4
F -0.3 -0.5 -0.7
B 1.2 -1.3 0.0
F -0.3 1.3 0.9
F -0.3 -0.5 0.4
F 0.5 0.2 -0.4

(6)
Below is a cluster of 11 separate species, C25H72O11 in total, with properties calculated with ωB97M-V/def2-TZVPD.

Its orbital gap is 9.98 eV. The value obtained for the relative energy (zero: lowest compared OMol25 entry of this formula, charge and spin) is 91.9 kcal/mol. Its SMILES is CC(C)O.CC(C)O.CC(C)O.CCO.CCO.CCO.CCO.CCO.CCO.CCO.CCO. As for the LUMO energy: 0.5 eV. The value obtained for the HOMO energy is -9.528 eV. The spin multiplicity is 1.

Last column: Löwdin charge in e.
Geometry (Å):
C1 -2.270 -3.689 3.028  -0.038
C2 -0.973 -4.506 3.030  -0.481
C3 0.267 -3.861 2.332  -0.052
O1 -0.637 -4.860 4.356  -0.051
H1 -2.007 -2.761 3.537  0.061
H2 -3.137 -4.090 3.551  0.083
H3 -2.530 -3.296 2.045  0.069
H4 -1.205 -5.452 2.541  0.125
H5 1.091 -4.543 2.541  0.074
H6 0.436 -2.888 2.793  0.073
H7 0.155 -3.753 1.253  0.062
H8 0.205 -5.322 4.367  0.082
C4 -6.287 -2.833 -1.477  -0.048
C5 -4.923 -2.313 -1.885  -0.535
C6 -4.188 -1.435 -0.936  -0.050
O2 -4.149 -3.411 -2.247  -0.049
H9 -6.914 -3.402 -2.163  0.078
H10 -6.841 -1.922 -1.251  0.075
H11 -6.228 -3.449 -0.580  0.081
H12 -4.985 -1.851 -2.871  0.136
H13 -4.720 -0.695 -0.336  0.084
H14 -3.315 -1.004 -1.426  0.060
H15 -3.719 -2.060 -0.177  0.069
H16 -3.561 -3.182 -2.970  0.094
C7 -0.390 -1.194 -0.138  -0.042
C8 -0.351 0.321 -0.164  -0.398
C9 0.225 0.970 1.173  -0.024
O3 0.329 0.750 -1.350  -0.071
H17 0.524 -1.712 -0.427  0.062
H18 -1.140 -1.645 -0.788  0.070
H19 -0.566 -1.644 0.838  0.054
H20 -1.346 0.750 -0.278  0.121
H21 0.269 0.221 1.963  0.054
H22 -0.242 1.891 1.524  0.062
H23 1.269 1.268 1.073  0.048
H24 0.661 1.649 -1.306  0.039
C10 2.852 -1.952 1.429  -0.048
C11 4.355 -1.364 1.446  -0.220
O4 4.308 -0.169 0.598  -0.113
H25 2.476 -2.134 0.423  0.054
H26 2.136 -1.232 1.826  0.042
H27 2.745 -2.892 1.970  0.052
H28 4.957 -2.131 0.959  0.098
H29 4.883 -1.126 2.370  0.104
H30 5.025 -0.264 -0.034  0.077
C12 -3.339 4.314 -1.103  -0.069
C13 -2.256 4.881 -0.200  -0.311
O5 -1.273 5.607 -0.889  -0.087
H31 -4.271 4.098 -0.581  0.076
H32 -2.936 3.355 -1.430  0.057
H33 -3.611 4.926 -1.963  0.080
H34 -1.777 4.075 0.357  0.107
H35 -2.748 5.512 0.540  0.108
H36 -1.564 6.378 -1.380  0.108
C14 -2.489 2.081 3.979  -0.071
C15 -2.164 0.621 4.516  -0.298
O6 -0.865 0.521 5.021  -0.088
H37 -2.587 2.834 4.760  0.062
H38 -3.458 2.091 3.481  0.064
H39 -1.811 2.533 3.255  0.046
H40 -2.082 0.111 3.556  0.088
H41 -2.919 0.258 5.212  0.113
H42 -0.729 -0.367 5.358  0.085
C16 2.574 1.805 5.210  -0.069
C17 2.577 1.592 3.681  -0.302
O7 3.889 1.382 3.174  -0.095
H43 3.260 2.584 5.542  0.070
H44 3.011 0.978 5.768  0.068
H45 1.551 1.893 5.577  0.061
H46 2.103 2.405 3.131  0.100
H47 2.125 0.638 3.411  0.086
H48 3.960 0.937 2.327  0.026
C18 3.092 0.679 -3.808  -0.090
C19 4.547 0.160 -3.826  -0.294
O8 5.461 1.273 -3.880  -0.076
H49 2.900 1.484 -4.518  0.074
H50 2.875 1.246 -2.902  0.056
H51 2.386 -0.126 -4.011  0.075
H52 4.588 -0.504 -4.689  0.102
H53 4.716 -0.544 -3.012  0.092
H54 5.118 1.979 -3.326  0.070
C20 1.669 5.165 -0.006  -0.062
C21 1.831 3.782 -0.697  -0.300
O9 0.721 3.606 -1.524  -0.091
H55 0.831 5.102 0.688  0.070
H56 1.575 5.979 -0.726  0.080
H57 2.561 5.360 0.589  0.073
H58 1.911 2.974 0.031  0.085
H59 2.719 3.715 -1.325  0.111
H60 0.036 4.179 -1.171  0.033
C22 -0.678 1.897 -4.872  -0.092
C23 -1.966 1.828 -4.061  -0.321
O10 -1.831 0.660 -3.351  -0.087
H61 0.205 1.684 -4.271  0.054
H62 -0.480 2.848 -5.367  0.069
H63 -0.594 1.191 -5.698  0.072
H64 -2.810 1.759 -4.746  0.118
H65 -1.935 2.717 -3.432  0.092
H66 -1.089 0.567 -2.749  0.045
C24 1.313 -4.963 -1.917  -0.052
C25 2.449 -4.250 -2.831  -0.267
O11 1.705 -3.838 -3.957  -0.103
H67 0.462 -5.318 -2.498  0.068
H68 0.906 -4.328 -1.130  0.032
H69 1.639 -5.816 -1.322  0.056
H70 3.188 -4.976 -3.171  0.102
H71 2.893 -3.367 -2.372  0.093
H72 2.375 -3.631 -4.613  0.075

Atomic forces in eV per Å
C 1.2 1.4 0.4
C -0.2 -0.8 -1.1
C -1.4 -0.4 0.7
O -0.2 0.6 0.8
H -0.1 0.2 0.5
H 0.3 -0.4 -0.2
H -0.1 -0.6 -0.3
H 0.1 -0.1 -0.5
H 0.3 0.2 -0.1
H 0.2 0.0 -0.1
H -0.1 0.0 0.1
H 0.0 0.0 -0.1
C -0.4 0.9 0.9
C -1.0 -0.3 -2.2
C 1.1 0.0 1.3
O 1.4 -2.1 0.3
H 0.7 0.1 -0.6
H -0.4 -0.1 0.4
H 0.2 0.1 0.2
H -0.9 1.2 0.2
H -0.4 0.2 -0.6
H -0.3 0.4 -0.2
H -0.1 -0.4 0.2
H 0.1 0.0 0.1
C 0.0 -1.1 0.0
C 0.3 1.5 0.9
C 0.7 -0.7 -0.9
O 0.3 -1.2 -0.1
H 0.4 0.7 -0.3
H -0.2 0.4 -0.2
H -0.4 0.6 0.3
H -0.5 -0.4 0.2
H -0.5 0.1 0.2
H -0.6 -0.2 -0.1
H 0.2 -0.2 -0.4
H -0.3 0.6 0.2
C 1.3 0.8 0.7
C -1.9 -0.6 -1.8
O 0.2 -0.7 0.7
H 0.7 0.1 -0.2
H 0.2 0.1 0.3
H 0.3 0.1 0.2
H 0.2 0.0 -0.1
H -0.8 0.0 0.4
H 0.0 0.3 -0.1
C 0.3 -1.0 -0.1
C -1.6 1.0 0.3
O 1.3 -0.4 -0.1
H 0.1 0.1 0.3
H -0.4 -0.1 -0.6
H 0.3 0.2 0.0
H 0.3 0.1 -0.2
H 0.2 0.2 0.3
H -0.5 -0.2 0.1
C -0.3 -0.2 1.1
C 0.2 1.8 -2.4
O 0.9 0.6 1.0
H 0.1 -0.1 0.4
H -0.1 -0.4 0.0
H 0.5 -0.7 0.0
H -1.0 -0.9 0.1
H -0.1 0.0 -0.2
H 0.0 -0.1 0.0
C 0.6 -0.5 -0.4
C 0.6 -1.3 -0.2
O 1.4 0.9 1.0
H -0.5 0.7 -0.4
H -0.1 -0.6 -0.5
H 0.1 0.5 -0.1
H -0.2 0.2 0.2
H -1.1 0.2 0.4
H -0.6 0.1 -0.3
C 0.4 0.4 0.2
C -1.5 0.9 -0.3
O 0.1 -1.3 -0.2
H 0.4 -0.3 -0.8
H -0.2 -0.7 0.6
H -0.1 0.1 0.4
H 0.8 0.6 -0.5
H 0.2 0.4 0.6
H -0.2 -0.1 0.1
C 1.3 -1.1 0.2
C 0.4 1.4 0.4
O -0.5 -0.9 -0.6
H -0.1 0.3 -0.2
H -0.3 -0.2 0.0
H 0.0 0.1 0.1
H 0.0 0.0 0.3
H 0.1 0.2 0.0
H -0.5 0.3 -0.3
C 0.9 0.6 -1.4
C 2.7 0.4 -0.9
O -2.2 -2.3 1.0
H -0.2 0.2 0.4
H -0.2 0.4 0.2
H -0.5 -0.4 0.1
H -0.3 0.1 0.5
H -0.7 0.2 0.1
H 0.6 0.8 0.0
C 1.2 0.4 0.3
C -2.5 -1.4 1.1
O 0.3 0.4 -0.7
H 0.3 0.2 -0.4
H 0.0 0.6 -0.3
H 0.6 -0.2 -0.3
H 0.2 0.0 0.4
H 0.2 -0.2 0.4
H -0.3 0.2 -0.4